{
  "formula": "C25H48Cl3N4O3SScSi",
  "method": "ωB97M-V/def2-TZVPD",
  "e_tot_ev": -115789.707,
  "fmax_ev_per_a": 3.24,
  "e_above_lowest_kcal_mol": 155.7,
  "symbols": ["C", "C", "H", "H", "H", "C", "C", "H", "H", "H", "H", "Sc", "Cl", "Cl", "H", "H", "C", "C", "N", "H", "C", "O", "H", "H", "H", "H", "H", "H", "C", "C", "N", "H", "C", "O", "H", "H", "H", "H", "O", "C", "C", "C", "H", "C", "H", "C", "H", "C", "C", "H", "H", "H", "Si", "Cl", "C", "C", "C", "H", "H", "H", "H", "H", "H", "H", "H", "H", "C", "N", "C", "C", "S", "N", "C", "C", "H", "H", "H", "H", "H", "H", "H", "H", "H", "H", "H", "H"],
  "coordinates": [[-1.880, -2.437, -5.131], [-1.221, -2.862, -3.803], [-2.397, -3.270, -5.635], [-1.143, -2.045, -5.849], [-2.592, -1.623, -4.945], [-0.599, -4.124, -3.772], [-0.127, -4.914, -4.945], [-0.455, -4.652, -2.837], [0.590, -4.361, -5.586], [-0.885, -5.336, -5.643], [0.437, -5.771, -4.551], [0.835, 1.814, 0.199], [-1.621, 1.987, 0.102], [1.749, 3.914, -0.375], [1.654, 5.795, 3.621], [-0.440, 6.600, 3.325], [1.557, 4.877, 3.042], [-0.606, 5.909, 2.495], [0.126, 4.690, 2.792], [1.972, 4.027, 3.602], [-0.314, 3.509, 2.399], [0.493, 2.567, 2.144], [-1.677, 5.699, 2.377], [-1.415, 3.371, 2.313], [2.095, 5.010, 2.103], [-0.205, 6.372, 1.581], [2.223, -0.691, -3.563], [2.373, -3.417, -2.164], [3.123, -0.732, -2.922], [3.151, -2.840, -1.645], [2.852, -1.411, -1.652], [3.510, 0.274, -2.728], [2.367, -0.870, -0.526], [2.436, 0.346, -0.140], [3.217, -3.182, -0.609], [1.855, -1.631, 0.107], [3.880, -1.337, -3.438], [4.108, -2.988, -2.150], [-0.615, -1.585, -3.185], [-1.683, -2.165, -2.435], [-0.232, -3.463, -0.739], [-1.441, -2.820, -1.079], [0.536, -3.523, -1.503], [0.026, -3.962, 0.561], [-2.578, -1.518, -2.538], [-2.438, -2.875, -0.058], [1.028, -4.321, 0.815], [-0.948, -3.933, 1.555], [-2.178, -3.383, 1.224], [-3.424, -2.466, -0.248], [-0.747, -4.276, 2.587], [-2.932, -3.305, 2.009], [-0.421, 2.319, -3.620], [0.614, 1.015, -2.004], [1.004, 3.331, -4.355], [-1.268, 3.609, -2.524], [-1.568, 1.464, -4.766], [1.810, 3.504, -3.611], [0.576, 4.310, -4.618], [1.438, 2.919, -5.281], [-1.059, 0.930, -5.575], [-2.166, 2.264, -5.237], [-2.278, 0.811, -4.252], [-2.151, 3.223, -1.967], [-1.574, 4.510, -3.112], [-0.545, 3.983, -1.765], [2.172, -0.894, 3.186], [0.969, -0.311, 3.789], [1.221, 0.825, 4.681], [-0.185, -0.357, 3.058], [-0.129, -0.774, 1.405], [-1.348, 0.008, 3.645], [-1.526, 0.082, 5.087], [-2.569, 0.012, 2.853], [2.962, -0.900, 3.948], [2.523, -0.320, 2.311], [1.954, -1.919, 2.862], [0.573, 1.679, 4.439], [1.079, 0.514, 5.727], [2.264, 1.146, 4.556], [-2.594, -0.062, 5.287], [-0.956, -0.691, 5.612], [-1.268, 1.079, 5.474], [-2.422, 0.630, 1.961], [-2.848, -1.005, 2.549], [-3.370, 0.446, 3.458]],
  "lowdin_charge": [-0.04, -0.42, 0.08, 0.07, 0.05, -0.23, -0.21, 0.03, 0.05, 0.05, 0.05, 0.26, 0.14, 0.07, 0.09, 0.09, -0.03, -0.02, -0.16, 0.10, -0.32, -0.23, 0.10, 0.12, 0.05, 0.11, 0.08, 0.09, -0.04, -0.03, -0.14, 0.09, -0.33, -0.25, 0.09, 0.09, 0.09, 0.09, -0.17, -0.20, -0.07, -0.15, 0.06, -0.13, 0.13, -0.05, 0.10, -0.16, -0.16, 0.10, 0.10, 0.09, 0.43, 0.45, -0.20, -0.29, -0.18, 0.03, 0.04, 0.03, 0.04, 0.05, 0.04, -0.03, 0.05, -0.04, -0.09, -0.19, -0.06, -0.66, 0.79, -0.18, -0.05, -0.09, 0.09, 0.07, 0.08, 0.07, 0.09, 0.09, 0.09, 0.10, 0.08, -0.01, 0.08, 0.09]
}

***

{
  "formula": "C25H48F3O23",
  "method": "ωB97M-V/def2-TZVPD",
  "e_tot_ev": -81948.302,
  "charge": -1,
  "fmax_ev_per_a": 3.12,
  "e_above_lowest_kcal_mol": 0.0,
  "symbols": ["C", "O", "O", "C", "F", "F", "F", "C", "C", "H", "H", "H", "H", "H", "H", "C", "O", "C", "O", "O", "C", "H", "H", "H", "H", "H", "H", "C", "O", "C", "O", "O", "C", "H", "H", "H", "H", "H", "H", "C", "O", "C", "O", "O", "C", "H", "H", "H", "H", "H", "H", "C", "O", "C", "O", "O", "C", "H", "H", "H", "H", "H", "H", "C", "O", "C", "O", "O", "C", "H", "H", "H", "H", "H", "H", "C", "O", "C", "O", "O", "C", "H", "H", "H", "H", "H", "H", "C", "O", "C", "O", "O", "C", "H", "H", "H", "H", "H", "H"],
  "coordinates": [[1.420, 1.866, 2.432], [0.780, 0.963, 1.463], [2.006, 1.187, 3.354], [2.345, 2.827, 1.665], [3.054, 3.547, 2.570], [3.216, 2.220, 0.851], [1.686, 3.754, 0.910], [-0.371, 1.489, 0.911], [-0.875, 0.500, -0.139], [-0.131, 0.317, -0.919], [-1.005, -0.434, 0.421], [-1.843, 0.678, -0.602], [-0.234, 2.462, 0.435], [-1.181, 1.492, 1.655], [0.616, 2.500, 2.887], [0.705, 2.522, -2.880], [-0.229, 3.052, -3.837], [-1.003, 4.003, -3.370], [-1.167, 4.295, -2.232], [-1.603, 4.578, -4.411], [-2.663, 5.467, -4.132], [1.428, 3.334, -2.757], [1.220, 1.662, -3.286], [0.281, 2.317, -1.900], [-2.330, 6.504, -4.180], [-3.099, 5.210, -3.171], [-3.425, 5.374, -4.906], [-3.942, -1.411, -0.548], [-3.261, -1.992, 0.583], [-3.563, -3.273, 0.756], [-4.021, -3.965, -0.094], [-3.173, -3.684, 1.924], [-3.506, -5.033, 2.203], [-3.544, -0.420, -0.729], [-5.015, -1.345, -0.359], [-3.753, -2.043, -1.415], [-2.612, -5.624, 1.975], [-4.272, -5.344, 1.497], [-3.716, -5.221, 3.246], [1.407, -5.468, 4.229], [0.604, -5.182, 3.115], [0.999, -4.184, 2.332], [2.017, -3.622, 2.401], [0.004, -3.942, 1.501], [0.146, -3.019, 0.433], [2.438, -5.754, 4.013], [0.960, -6.330, 4.731], [1.410, -4.679, 4.986], [0.685, -2.128, 0.771], [-0.829, -2.832, -0.003], [0.757, -3.369, -0.413], [2.851, -0.144, -1.305], [2.808, -1.458, -1.843], [3.334, -2.418, -1.104], [3.633, -2.326, 0.028], [3.510, -3.485, -1.865], [3.900, -4.650, -1.185], [1.936, 0.372, -1.576], [3.732, 0.409, -1.629], [2.865, -0.110, -0.212], [3.156, -4.976, -0.455], [4.860, -4.513, -0.687], [4.006, -5.474, -1.888], [0.056, -1.293, -7.242], [-0.343, -2.145, -6.159], [-0.517, -1.556, -4.993], [-0.346, -0.408, -4.768], [-1.134, -2.423, -4.222], [-1.388, -2.020, -2.892], [-0.829, -0.870, -7.718], [0.584, -1.945, -7.940], [0.764, -0.520, -6.946], [-2.168, -1.268, -2.800], [-0.523, -1.605, -2.362], [-1.607, -2.926, -2.330], [-0.332, -1.863, 4.697], [-1.599, -2.483, 4.396], [-2.424, -2.709, 5.372], [-2.309, -2.356, 6.509], [-3.425, -3.440, 4.899], [-4.525, -3.596, 5.749], [0.373, -2.611, 5.067], [-0.361, -1.030, 5.391], [0.053, -1.503, 3.752], [-4.941, -2.607, 5.928], [-4.266, -4.100, 6.679], [-5.270, -4.216, 5.256], [3.113, 6.730, 1.613], [2.826, 6.843, 0.204], [2.779, 8.053, -0.293], [2.922, 9.095, 0.295], [2.480, 7.950, -1.583], [2.196, 9.158, -2.274], [3.461, 5.727, 1.797], [2.205, 6.944, 2.187], [3.771, 7.557, 1.887], [1.337, 9.711, -1.878], [1.892, 8.880, -3.280], [3.081, 9.795, -2.245]],
  "lowdin_charge": [-0.57, -0.10, -0.15, -0.54, 0.10, 0.13, 0.09, -0.31, -0.08, 0.05, 0.06, 0.06, 0.10, 0.12, 0.14, -0.01, 0.02, -0.65, 0.15, 0.00, -0.06, 0.11, 0.08, 0.07, 0.09, 0.09, 0.09, -0.03, 0.01, -0.68, 0.12, 0.03, -0.02, 0.07, 0.10, 0.07, 0.10, 0.09, 0.08, -0.07, 0.00, -0.67, 0.19, 0.01, -0.01, 0.10, 0.09, 0.09, 0.11, 0.07, 0.10, -0.03, 0.01, -0.68, 0.17, 0.01, -0.06, 0.06, 0.10, 0.09, 0.09, 0.10, 0.09, -0.03, 0.01, -0.66, 0.15, 0.03, -0.04, 0.10, 0.09, 0.09, 0.09, 0.09, 0.10, 0.02, 0.03, -0.65, 0.13, -0.02, -0.06, 0.09, 0.10, 0.10, 0.10, 0.10, 0.09, -0.01, 0.02, -0.65, 0.11, 0.00, -0.05, 0.07, 0.10, 0.09, 0.10, 0.09, 0.09]
}